# 1
ORCA calculation (ωB97M-V/def2-TZVPD) on a structure of composition C2H4N2OS2.

Geometry as XYZ:
```
11
Properties=species:S:1:pos:R:3:forces:R:3
C -0.85496 1.54704 -0.84383 -0.2 3.5 -1.5
C 0.80828 -1.66592 0.18064 -1.8 -0.2 1.4
H -3.92827 1.85697 -0.90017 -0.3 1.4 -1.3
H 0.12339 2.10119 -1.19453 -2.1 -1.3 0.4
H -1.33697 0.86896 0.79117 0.4 -1.7 -0.8
H -0.25870 -2.36724 0.09075 3.1 2.4 -0.1
N -1.96011 2.21110 -1.05546 1.8 0.4 -1.9
N -0.77493 0.45895 -0.01498 -1.0 1.0 2.6
O -3.08160 1.63008 -0.56039 1.0 -2.6 2.6
S 0.79420 0.08159 0.57143 -1.2 -1.6 -1.1
S 2.29821 -2.17394 0.50157 0.2 -1.2 -0.4
```
Forces are in eV/Å.

Results
Relative energy (zero: lowest compared OMol25 entry of this formula, charge and spin) ... 423.5 kJ/mol
Maximum force ... 3.9 eV Å⁻¹
Spin multiplicity ... 1
Molar mass ... 136.2 g mol⁻¹
DFT total energy ... -28832.6935 eV

Here are the natural (NBO) charges for atoms 1 to 8, given in e:
1 C 0.166
2 C -0.518
3 H 0.495
4 H 0.201
5 H 0.404
6 H 0.265
7 N -0.169
8 N -0.789

***

# 2
ORCA calculation (ωB97M-V/def2-TZVPD) on the molecule C2H4N2S2.

Geometry as XYZ:
```
10
Properties=species:S:1:pos:R:3:forces:R:3
N -1.43214 -1.16341 0.67835 0.1 -0.2 0.0
C -1.15314 0.08829 0.30968 0.6 0.0 0.0
S -2.16912 1.37557 0.35458 -0.1 -0.1 0.0
C 0.26517 0.27768 -0.14317 -0.5 1.2 -0.1
N 1.04030 -0.70695 -0.14396 1.0 -0.8 -0.2
S 2.64152 -0.46546 -0.69116 -0.2 -0.3 0.2
H -0.68404 -1.87182 0.64567 -0.8 0.6 0.0
H -2.37960 -1.34471 0.98109 0.3 -0.3 0.0
H 0.54733 1.30202 -0.45210 -0.3 -0.5 0.1
H 3.02873 -1.75042 -0.52915 -0.1 0.3 0.0
```
Forces are in eV/Å.

Results
Structure (SMILES) ... NC(=S)/C=N/S
Relative energy (zero: lowest compared OMol25 entry of this formula, charge and spin) ... 108.8 kJ/mol
Maximum force ... 1.3 eV Å⁻¹
Spin multiplicity ... 1
Molar mass ... 120.2 g mol⁻¹
DFT total energy ... -26788.8873 eV

Here are the natural (NBO) charges for atoms 1 to 8, given in e:
1 N -0.762
2 C 0.047
3 S -0.122
4 C 0.031
5 N -0.550
6 S 0.204
7 H 0.425
8 H 0.414

***

# 3
ORCA calculation (ωB97M-V/def2-TZVPD) on the molecule C2H4N2S2.

Geometry as XYZ:
```
10
Properties=species:S:1:pos:R:3:forces:R:3
N 1.49716 0.05583 0.60127 -1.0 0.6 0.9
N 0.92709 -0.83434 -0.20787 -0.3 -1.0 -1.3
C -0.30517 -0.85145 -0.56819 0.9 0.4 0.0
C -1.36433 0.09944 -0.13139 0.5 0.0 0.0
S -2.80701 -0.45343 0.30916 -0.5 0.1 0.1
S -0.92471 1.81939 -0.09873 -0.5 -0.6 -0.1
H 0.87686 0.42625 1.35338 1.1 -0.2 -0.6
H 2.42702 -0.25550 0.82802 -0.1 0.1 0.5
H -0.53433 -1.62441 -1.30946 -0.3 0.3 0.5
H 0.20741 1.61822 -0.77620 0.3 0.2 0.0
```
Forces are in eV/Å.

Results
Structure (SMILES) ... N/N=C\C(=S)S
Relative energy (zero: lowest compared OMol25 entry of this formula, charge and spin) ... 228.8 kJ/mol
Maximum force ... 1.6 eV Å⁻¹
Spin multiplicity ... 1
Molar mass ... 120.2 g mol⁻¹
DFT total energy ... -26787.6437 eV

Here are the natural (NBO) charges for atoms 1 to 8, given in e:
1 N -0.630
2 N -0.194
3 C -0.098
4 C -0.366
5 S 0.082
6 S 0.097
7 H 0.366
8 H 0.384

***

# 4
ORCA calculation (ωB97M-V/def2-TZVPD) on the molecule C2H4N2S2.

Geometry as XYZ:
```
10
Properties=species:S:1:pos:R:3:forces:R:3
H 2.35804 0.82413 -1.03004 -0.5 -0.5 0.3
N 2.03151 0.45666 -0.12773 -0.2 0.7 -0.7
C 0.78062 0.42150 0.05491 -0.2 0.0 0.0
N 0.31839 -0.03863 1.29523 0.1 0.3 -0.6
S -0.59572 0.80677 -1.15078 0.8 -1.0 1.1
C -1.54558 -0.66252 -0.85949 -0.4 0.2 -0.3
S -2.90615 -0.92945 -1.71707 0.8 0.0 0.6
H -0.42451 0.51145 1.70274 -0.1 0.0 -0.1
H 1.13797 -0.06876 1.88071 0.0 -0.2 0.5
H -1.15457 -1.32113 -0.04848 -0.3 0.5 -0.8
```
Forces are in eV/Å.

Results
Structure (SMILES) ... [H]/N=C(/N)SC=S
Relative energy (zero: lowest compared OMol25 entry of this formula, charge and spin) ... 127.0 kJ/mol
Maximum force ... 1.7 eV Å⁻¹
Spin multiplicity ... 1
Molar mass ... 120.2 g mol⁻¹
DFT total energy ... -26788.6984 eV

Here are the natural (NBO) charges for atoms 1 to 8, given in e:
1 H 0.364
2 N -0.690
3 C 0.318
4 N -0.842
5 S 0.267
6 C -0.491
7 S 0.051
8 H 0.388

***

# 5
ORCA calculation (ωB97M-V/def2-TZVPD) on the molecule C2H4N2S2.

Geometry as XYZ:
```
10
Properties=species:S:1:pos:R:3:forces:R:3
N 2.27188 -0.09833 -0.13655 -0.8 -0.8 1.2
N 1.04190 0.53703 0.15653 -1.2 -3.5 -2.1
C 0.10487 -0.29124 -0.24665 -0.4 -0.9 0.8
C -1.34862 -0.05299 0.01977 0.7 2.6 -1.6
S -2.50168 -1.14288 -0.01085 -0.4 -1.4 0.5
S -1.81677 1.71246 -0.13246 -1.3 -1.1 1.7
H 2.94005 0.40433 0.44057 0.3 -0.7 -0.1
H 2.14218 -1.16049 0.08058 1.1 2.7 -0.4
H 0.27228 -1.41412 -0.68966 0.0 2.8 1.1
H -3.10607 1.50623 0.51871 2.0 0.4 -1.2
```
Forces are in eV/Å.

Results
Structure (SMILES) ... N/N=C/C(=S)S
Relative energy (zero: lowest compared OMol25 entry of this formula, charge and spin) ... 304.7 kJ/mol
Maximum force ... 4.2 eV Å⁻¹
Spin multiplicity ... 1
Molar mass ... 120.2 g mol⁻¹
DFT total energy ... -26786.8563 eV

Here are the natural (NBO) charges for atoms 1 to 8, given in e:
1 N -0.638
2 N -0.159
3 C -0.066
4 C -0.324
5 S 0.079
6 S 0.026
7 H 0.374
8 H 0.359

***

# 6
ORCA calculation (ωB97M-V/def2-TZVPD) on a structure of composition C2H4N2S2.

Geometry as XYZ:
```
10
Properties=species:S:1:pos:R:3:forces:R:3
C -0.77526 0.37705 -0.52132 2.5 2.0 0.2
C 0.52300 0.72692 -0.17296 0.0 -1.6 2.0
N -1.44939 -0.72932 -0.86972 -1.5 -2.1 -1.1
N 2.16545 -0.52836 1.30749 -1.8 0.6 -0.4
S -1.28633 2.12906 -0.62142 -1.3 -0.1 -0.4
S 0.51824 2.46720 0.24654 0.7 -1.4 -0.2
H -1.78618 -0.94847 -1.83079 0.9 0.9 1.0
H -2.09358 -1.20141 -0.23466 0.6 0.6 0.2
H 1.46571 -1.05407 1.91698 0.9 0.7 -1.3
H 2.71834 -1.23859 0.77986 -1.0 0.5 0.0
```
Forces are in eV/Å.

Results
Relative energy (zero: lowest compared OMol25 entry of this formula, charge and spin) ... 626.1 kJ/mol
Maximum force ... 3.2 eV Å⁻¹
Spin multiplicity ... 1
Molar mass ... 120.2 g mol⁻¹
DFT total energy ... -26783.5260 eV

Here are the natural (NBO) charges for atoms 1 to 8, given in e:
1 C -0.103
2 C -0.021
3 N -0.836
4 N -0.821
5 S 0.136
6 S 0.183
7 H 0.399
8 H 0.397